# C23H42FIN5O7P2S

An isolated ion of composition C23H42FIN5O7P2S and charge +1 (ωB97M-V with the def2-TZVPD basis set, OMol25).

**Relative energy (zero: lowest compared OMol25 entry of this formula, charge and spin)**: 0.0 kcal per mole
**Gap between HOMO and LUMO**: 7.372 eV
**SMILES**: CCCO[C@H]1[C@@](CCCF)(C[C@H](C)I)O[C@](CCN)(N(C(C)=O)C(C)=O)[C@](CC(=O)O)(P(C)O)[N@@+]1(N=C=S)[PH2]=N
**Total charge**: +1

Element x y z (Å)
C (-1.92, -4.30, 1.95)
C (-1.25, -4.41, 0.59)
C (0.21, -4.00, 0.47)
O (0.64, -2.67, 0.77)
C (0.18, -1.66, -0.08)
C (-0.81, -0.64, 0.49)
C (-2.22, -1.18, 0.01)
C (-3.31, -0.09, 0.09)
C (-4.64, -0.81, 0.28)
F (-4.81, -1.78, -0.68)
C (-0.99, -0.51, 2.03)
C (0.12, -0.94, 3.02)
C (-0.31, -1.97, 4.08)
I (0.70, 0.83, 4.22)
O (-0.84, 0.59, -0.21)
C (0.38, 1.33, -0.50)
C (0.36, 2.34, 0.68)
C (-1.03, 2.98, 0.89)
N (-0.82, 4.33, 1.48)
N (0.13, 1.98, -1.79)
C (-1.08, 1.67, -2.50)
C (-2.00, 2.79, -2.95)
O (-1.36, 0.54, -2.88)
C (0.54, 3.36, -2.11)
C (0.17, 4.65, -1.44)
O (1.18, 3.47, -3.15)
C (1.67, 0.42, -0.48)
C (2.38, 0.38, 0.90)
C (3.33, 1.49, 1.33)
O (3.15, 2.67, 1.32)
O (4.50, 0.97, 1.85)
P (2.90, 1.42, -1.57)
C (2.69, 1.06, -3.36)
O (4.41, 0.84, -1.26)
N (1.33, -1.03, -0.92)
N (0.74, -0.91, -2.22)
C (0.95, -1.71, -3.13)
S (1.11, -2.80, -4.18)
P (2.69, -2.26, -0.87)
N (3.90, -2.04, -1.83)
H (-2.76, -4.99, 1.97)
H (-2.33, -3.33, 2.19)
H (-1.24, -4.66, 2.71)
H (-1.83, -3.96, -0.21)
H (-1.26, -5.46, 0.33)
H (0.50, -4.32, -0.54)
H (0.79, -4.64, 1.12)
H (-0.37, -2.24, -0.81)
H (-2.16, -1.43, -1.05)
H (-2.57, -1.99, 0.63)
H (-3.21, 0.54, 0.96)
H (-3.39, 0.45, -0.85)
H (-4.62, -1.31, 1.25)
H (-5.48, -0.12, 0.30)
H (-1.92, -0.92, 2.39)
H (-1.13, 0.55, 2.19)
H (1.06, -1.26, 2.61)
H (0.23, -1.80, 4.99)
H (-1.38, -1.98, 4.23)
H (0.05, -2.94, 3.72)
H (0.54, 1.86, 1.63)
H (1.02, 3.18, 0.54)
H (-1.63, 2.41, 1.60)
H (-1.59, 3.04, -0.03)
H (-0.81, 4.21, 2.49)
H (-1.68, 4.84, 1.32)
H (-2.25, 3.50, -2.16)
H (-2.91, 2.37, -3.35)
H (-1.51, 3.35, -3.74)
H (-0.86, 4.69, -1.10)
H (0.75, 4.86, -0.55)
H (0.31, 5.48, -2.11)
H (1.68, 0.31, 1.73)
H (2.98, -0.51, 1.00)
H (4.48, 1.20, 2.78)
H (3.35, 0.28, -3.74)
H (3.02, 1.99, -3.83)
H (1.66, 0.95, -3.65)
H (4.81, 0.49, -2.06)
H (3.14, -2.43, 0.45)
H (2.10, -3.49, -1.20)
H (3.76, -1.21, -2.40)

Atomic partial charges in e from the Löwdin method, atoms 1 to 4: C -0.074; C -0.210; C -0.192; O -0.136

=====

# C2H3NdO3

C2H3NdO3 as an isolated structure (ωB97M-V with the def2-TZVPD basis set, OMol25).

**Gap between HOMO and LUMO (alpha / beta)**: 6.913 / 7.236 eV
**Total charge**: +1
**2S+1**: 5

Element x y z (Å)
O (0.64, 0.78, -0.35)
C (-0.12, 1.60, 0.47)
Nd (0.88, -0.18, -2.54)
H (-0.20, 2.64, 0.09)
H (-1.16, 1.23, 0.60)
H (0.32, 1.67, 1.48)
O (0.86, -2.46, -0.54)
C (-0.13, -2.51, 0.09)
O (-1.09, -2.77, 0.68)

Atomic partial charges in e from the Löwdin method, atoms 1 to 4: O -0.591; C -0.298; Nd 1.685; H 0.071

=====

# CHCrO2

CHCrO2 as an isolated structure (ωB97M-V with the def2-TZVPD basis set, OMol25).

**Relative energy (zero: lowest compared OMol25 entry of this formula, charge and spin)**: 42.2 kcal per mole
**Gap between HOMO and LUMO (alpha / beta)**: 6.977 / 9.423 eV
**Total charge**: +2
**2S+1**: 6

Element x y z (Å)
O (-2.11, -0.18, -0.10)
C (-1.12, 0.52, 0.03)
O (-0.09, -0.30, 0.07)
Cr (1.91, 0.10, 0.00)
H (-1.01, -1.22, -0.07)

Atomic partial charges in e from the natural (NBO) method, atoms 1 to 4: O -0.435; C 0.899; O -0.906; Cr 1.822

=====

# C9H9NO2

C9H9NO2 in the gas phase (ωB97M-V with the def2-TZVPD basis set, OMol25).

**Relative energy (zero: lowest compared OMol25 entry of this formula, charge and spin)**: 78.0 kcal per mole
**Gap between HOMO and LUMO**: 9.058 eV
**SMILES**: O[C@]1(n2cccc2)C=CC=CO1
**Total charge**: 0

Element x y z (Å)
C (3.08, 0.47, 0.61)
C (3.01, -0.69, -0.20)
C (1.79, 0.95, 0.68)
C (1.66, -0.91, -0.52)
C (-2.37, -1.02, -0.43)
C (-3.00, -0.04, 0.50)
C (-1.17, -0.72, -0.94)
C (-2.23, 0.95, 1.02)
C (-0.39, 0.44, -0.37)
N (0.93, 0.14, -0.07)
O (-0.85, 0.98, 0.85)
O (-0.58, 1.53, -1.34)
H (3.97, 0.88, 0.92)
H (3.87, -1.41, -0.30)
H (1.39, 1.61, 1.29)
H (1.24, -1.68, -1.05)
H (-2.88, -1.96, -0.62)
H (-4.07, -0.03, 0.53)
H (-0.57, -1.25, -1.65)
H (-2.44, 1.63, 1.94)
H (0.09, 2.24, -1.24)

Atomic partial charges in e from the natural (NBO) method, atoms 1 to 4: C -0.276; C -0.295; C -0.057; C -0.042

=====

# C19H15BF4NS4Ta

C19H15BF4NS4Ta as an isolated structure (ωB97M-V with the def2-TZVPD basis set, OMol25).

**Gap between HOMO and LUMO**: 6.926 eV
**Total charge**: +2

Element x y z (Å)
Ta (0.20, -0.40, -0.45)
S (-0.83, -0.51, -2.56)
C (-2.25, 0.53, -2.59)
C (-2.76, 1.00, -3.79)
C (-3.92, 1.77, -3.78)
C (-4.57, 2.05, -2.58)
C (-4.08, 1.56, -1.38)
C (-2.91, 0.82, -1.41)
S (-2.23, 0.10, 0.06)
C (-2.00, 1.54, 1.14)
C (-0.94, 1.20, 2.13)
C (-1.03, 1.64, 3.43)
C (-0.01, 1.34, 4.32)
C (1.08, 0.62, 3.86)
C (1.12, 0.19, 2.55)
C (2.31, -0.59, 2.08)
S (2.70, -0.24, 0.35)
C (2.94, 1.52, 0.48)
C (4.03, 2.01, 1.19)
C (4.19, 3.39, 1.28)
C (3.30, 4.25, 0.66)
C (2.23, 3.74, -0.08)
C (2.05, 2.37, -0.16)
S (0.81, 1.70, -1.23)
N (0.11, 0.47, 1.68)
H (-2.27, 0.77, -4.72)
H (-4.32, 2.14, -4.71)
H (-5.48, 2.64, -2.59)
H (-4.60, 1.75, -0.45)
H (-2.94, 1.77, 1.63)
H (-1.70, 2.38, 0.51)
H (-1.89, 2.21, 3.74)
H (-0.06, 1.68, 5.34)
H (1.90, 0.39, 4.53)
H (2.15, -1.67, 2.17)
H (3.18, -0.33, 2.68)
H (4.75, 1.34, 1.64)
H (5.04, 3.79, 1.82)
H (3.44, 5.32, 0.73)
H (1.55, 4.41, -0.59)
F (0.97, -2.18, -1.22)
B (0.14, -3.14, -0.22)
F (0.28, -2.13, 0.90)
F (0.81, -4.25, -0.01)
F (-1.13, -3.08, -0.62)

Atomic partial charges in e from the natural (NBO) method, atoms 1 to 4: Ta 1.319; S 0.185; C -0.228; C -0.171

=====

# C11H16N4O3

C11H16N4O3 in the gas phase (ωB97M-V with the def2-TZVPD basis set, OMol25).

**Relative energy (zero: lowest compared OMol25 entry of this formula, charge and spin)**: 74.2 kcal per mole
**Gap between HOMO and LUMO**: 8.670 eV
**SMILES**: O=C(O)[C@H](Cc1c[nH]cn1)NC(=O)[C@@H]1CCCN1
**Total charge**: 0

Element x y z (Å)
C (-1.25, 0.16, 1.66)
C (-0.33, -0.96, 1.31)
C (-2.15, -0.48, 2.71)
C (-3.21, -1.07, 1.82)
C (-3.50, -0.14, 0.72)
C (-0.34, -0.20, -1.18)
C (0.38, -0.94, -2.33)
C (0.11, 1.22, -1.15)
C (1.52, 1.27, -0.70)
C (2.80, 1.51, -1.21)
C (2.78, 1.49, 1.00)
H (-1.92, 0.87, -0.11)
H (-0.51, 0.85, 2.07)
H (-2.55, 0.09, 3.57)
H (-1.74, -1.30, 3.27)
H (-2.84, -1.96, 1.29)
H (-4.09, -1.44, 2.28)
H (-4.44, 0.38, 0.60)
H (-3.45, -0.67, -0.36)
H (0.90, -1.51, -0.27)
H (-1.36, -0.16, -1.43)
H (-0.55, 1.76, -0.51)
H (-0.01, 1.75, -2.11)
H (3.07, 1.66, -2.27)
H (3.34, 1.29, 1.94)
H (4.59, 1.70, -0.01)
H (0.43, -0.75, -4.21)
N (-2.27, 0.60, 0.76)
N (0.06, -0.99, -0.02)
N (1.59, 1.17, 0.68)
N (3.57, 1.67, -0.08)
O (0.23, -1.70, 2.14)
O (1.12, -1.85, -2.23)
O (-0.14, -0.33, -3.54)

Atomic partial charges in e from the natural (NBO) method, atoms 1 to 4: C -0.187; C 0.703; C -0.402; C -0.432

=====

# C6H3LaO5

C6H3LaO5 as an isolated structure (ωB97M-V with the def2-TZVPD basis set, OMol25).

**Gap between HOMO and LUMO (alpha / beta)**: 5.468 / 6.720 eV
**Total charge**: +3
**2S+1**: 2

Element x y z (Å)
C (1.15, -1.15, 0.34)
C (-0.09, -1.82, 0.43)
O (-0.83, -4.11, 0.47)
C (-0.17, -3.25, 0.01)
O (1.10, 0.14, 0.16)
H (2.10, -1.67, 0.54)
La (3.25, 1.85, -0.35)
O (-1.45, 1.10, -0.73)
C (-2.23, 0.18, -1.35)
C (-0.83, 0.53, 0.35)
O (-2.85, 0.38, -2.35)
O (-2.08, -1.00, -0.73)
C (-1.23, -0.85, 0.37)
H (-0.79, 1.16, 1.24)
H (-1.03, -1.60, 1.53)

Atomic partial charges in e from the natural (NBO) method, atoms 1 to 4: C 0.358; C -0.434; O -0.144; C 0.863

=====

# C25H20FN4O3Pt

C25H20FN4O3Pt as an isolated structure (ωB97M-V with the def2-TZVPD basis set, OMol25).

**Gap between HOMO and LUMO**: 7.100 eV
**Total charge**: +1

Element x y z (Å)
Pt (0.02, 0.17, 0.00)
C (5.38, 5.15, 1.42)
C (5.89, 4.04, 0.53)
C (7.17, 3.43, 1.07)
C (7.68, 2.34, 0.15)
C (6.62, 1.29, -0.05)
C (6.95, -0.01, -0.34)
C (5.95, -0.96, -0.52)
F (6.32, -2.22, -0.81)
C (4.63, -0.66, -0.40)
C (4.26, 0.66, -0.10)
C (2.86, 1.00, 0.02)
O (2.02, 0.04, -0.07)
C (2.55, 2.34, 0.23)
C (3.58, 3.25, 0.40)
N (4.87, 2.95, 0.36)
C (5.25, 1.64, 0.07)
C (1.17, 2.92, 0.26)
O (1.01, 4.09, 0.55)
O (0.18, 2.15, -0.11)
H (6.21, 5.82, 1.64)
H (4.99, 4.76, 2.36)
H (4.60, 5.76, 0.95)
H (6.09, 4.43, -0.48)
H (6.98, 3.02, 2.07)
H (7.90, 4.23, 1.17)
H (8.58, 1.88, 0.54)
H (7.95, 2.78, -0.82)
H (7.99, -0.30, -0.44)
H (3.88, -1.42, -0.55)
H (3.30, 4.27, 0.60)
C (-5.04, 2.85, 0.06)
C (-5.37, 1.50, -0.05)
C (-4.39, 0.54, -0.07)
C (-3.04, 0.93, 0.01)
C (-2.70, 2.27, 0.11)
C (-3.71, 3.23, 0.14)
N (-2.00, -0.06, -0.01)
N (-2.42, -1.24, -0.04)
C (-1.43, -2.22, -0.04)
C (-1.77, -3.55, -0.07)
C (-0.75, -4.49, -0.05)
C (0.57, -4.06, 0.01)
C (0.83, -2.70, 0.04)
N (-0.16, -1.80, 0.01)
H (-5.82, 3.60, 0.08)
H (-6.41, 1.20, -0.11)
H (-4.65, -0.50, -0.16)
H (-1.67, 2.58, 0.17)
H (-3.44, 4.27, 0.22)
H (-2.81, -3.82, -0.11)
H (-0.98, -5.55, -0.07)
H (1.39, -4.76, 0.03)
H (1.83, -2.29, 0.09)

Atomic partial charges in e from the natural (NBO) method, atoms 1 to 4: Pt 0.956; C -0.627; C -0.026; C -0.405